1.
78
Properties=species:S:1:pos:R:3:mulliken_charge:R:1 method="wB97M-V/def2-TZVPD" gap_ev=8.73 smiles="COCCCCCCCCCCCCc1cccc2c1C(=O)C=CC2=O.O=C1OC[C@@H](F)O1.O=C1OC[C@@H](F)O1" e_above_lowest_kcal_mol=0.0 energy_ha=-2004.67160
C 8.7014 -1.0965 1.4581 -0.7576
O 7.5874 -0.6244 0.7364 -0.2744
C 7.3162 -1.3803 -0.4321 -0.8357
C 6.6148 -0.5103 -1.4936 -0.0785
C 5.0803 -0.7137 -1.4083 -1.1998
C 4.2747 0.6131 -1.3836 -0.2294
C 3.9333 1.0787 0.0535 -0.7771
C 2.4270 1.1100 0.3999 -1.1210
C 1.5031 1.6988 -0.6907 -0.7757
C 0.2907 0.7695 -0.9731 -0.7835
C -1.0962 1.4123 -0.7045 -0.8516
C -2.0694 0.4650 0.0420 -0.6171
C -3.2271 -0.0315 -0.8645 -0.8304
C -4.4976 0.8472 -0.7146 -1.5164
C -5.5935 0.2051 0.0997 0.7463
C -5.5599 0.2913 1.4646 -0.6743
C -6.5228 -0.2349 2.2616 -0.3554
C -7.5839 -0.8783 1.6764 -0.9073
C -7.6308 -0.9996 0.3289 0.8466
C -6.6442 -0.4688 -0.4841 0.3457
C -6.8137 -0.6785 -1.9578 0.2433
O -6.4413 0.0828 -2.8350 -0.5701
C -7.5506 -1.9321 -2.3408 -0.5479
C -8.5079 -2.4174 -1.5697 -0.5297
C -8.8114 -1.7008 -0.2986 0.0494
O -9.9227 -1.6447 0.2064 -0.5577
H 9.1021 -0.2534 2.0215 0.2414
H 9.4893 -1.4851 0.8064 0.3267
H 8.4338 -1.8744 2.1840 0.2681
H 8.2178 -1.8277 -0.8672 0.4606
H 6.6568 -2.2130 -0.1559 0.3165
H 7.0151 -0.8704 -2.4526 0.0354
H 6.8840 0.5356 -1.3456 0.3894
H 4.7863 -1.2130 -2.3341 0.3137
H 4.8209 -1.3696 -0.5771 0.6524
H 4.9430 1.3587 -1.8098 0.1487
H 3.4063 0.4642 -2.0200 0.4620
H 4.4276 2.0225 0.2843 0.4626
H 4.3896 0.3475 0.7270 0.2726
H 2.1382 0.1124 0.7293 0.4309
H 2.3274 1.7573 1.2754 0.2983
H 1.0976 2.6431 -0.3247 0.5526
H 2.0213 1.9228 -1.6199 0.5646
H 0.3101 0.4861 -2.0302 0.2774
H 0.3576 -0.1605 -0.4123 0.4441
H -1.5455 1.7731 -1.6304 0.4119
H -0.9443 2.2953 -0.0788 0.4356
H -1.5516 -0.4208 0.4119 0.4082
H -2.4457 1.0221 0.9007 0.2307
H -2.8723 0.1221 -1.8857 0.4449
H -3.4147 -1.0978 -0.7440 0.4999
H -4.1983 1.7494 -0.1776 0.5463
H -4.8780 1.1616 -1.6794 0.6199
H -4.7445 0.8104 1.9537 0.4865
H -6.4763 -0.1450 3.3341 0.3144
H -8.3838 -1.2815 2.2831 0.4796
H -7.2641 -2.4184 -3.2650 0.4147
H -9.0584 -3.3145 -1.8202 0.4007
O 5.7081 0.7161 -4.3489 -0.4539
C 6.8044 0.7585 -4.7909 0.6175
O 7.7789 -0.1536 -4.5214 -0.3222
C 8.8951 0.1743 -5.3594 -0.4353
C 8.6632 1.6372 -5.6488 0.2931
F 9.1182 1.9839 -6.8777 -0.2905
O 7.2531 1.7319 -5.6333 -0.3046
H 8.8629 -0.4356 -6.2632 0.2709
H 9.8341 -0.0078 -4.8422 0.2912
H 9.0820 2.3171 -4.9045 0.2866
O -5.3661 1.0783 5.2259 -0.4725
C -5.8608 0.5050 6.1356 0.6334
O -6.1494 1.0642 7.3367 -0.3168
C -6.8605 0.0919 8.1087 -0.4290
C -6.4246 -1.2008 7.4641 0.3012
F -7.4012 -2.1387 7.5091 -0.2767
O -6.2136 -0.8148 6.1180 -0.2708
H -7.9337 0.2579 8.0050 0.2777
H -6.5906 0.1546 9.1599 0.2677
H -5.5026 -1.6211 7.8698 0.2810

2.
62
Properties=species:S:1:pos:R:3:nbo_charge:R:1 method="wB97M-V/def2-TZVPD" gap_ev=6.75 smiles="O=P(O)(O)Bc1cccnc1.CCN(CC)CC.CCN(CC)CC" energy_ha=-1426.17266
O 2.3181 0.9268 1.2990 -1.0576
P 1.9885 1.0752 -0.1268 2.0957
O 1.4501 -0.2558 -0.8570 -0.9858
O 3.2530 1.4100 -1.0442 -0.9695
B 0.6242 2.4167 -0.1437 0.2444
C -0.8450 1.9370 -0.0476 -0.4431
C -1.4425 1.1955 -1.0734 -0.1627
C -2.7585 0.7884 -0.9412 -0.2595
C -3.4366 1.1047 0.2230 0.0467
N -2.8924 1.8048 1.2153 -0.4040
C -1.6390 2.2171 1.0690 0.0762
H 0.6349 -0.5695 -0.4421 0.5090
H 3.0122 1.6754 -1.9401 0.5047
H 0.9320 3.5638 -0.1420 -0.0346
H -0.8844 0.9479 -1.9715 0.2198
H -3.2536 0.2258 -1.7237 0.2238
H -4.4636 0.7788 0.3615 0.1980
H -1.2293 2.7972 1.8921 0.1985
C -4.2507 -1.8762 -8.3705 -0.6169
C -3.7966 -0.8692 -7.3248 -0.2134
N -4.1121 -1.2810 -5.9679 -0.4517
C -3.9875 -0.2156 -4.9922 -0.2025
C -2.5964 0.3832 -4.7489 -0.6408
C -3.5978 -2.5813 -5.5682 -0.2154
C -2.0862 -2.8179 -5.6727 -0.6369
H -5.3057 -2.1182 -8.2363 0.2127
H -4.1173 -1.4580 -9.3688 0.2136
H -3.6771 -2.8026 -8.3261 0.2019
H -4.3150 0.0778 -7.4990 0.1952
H -2.7242 -0.6636 -7.4729 0.1574
H -4.3911 -0.5834 -4.0438 0.1866
H -4.6562 0.5914 -5.3075 0.1913
H -1.9462 -0.3023 -4.2040 0.1956
H -2.6903 1.2934 -4.1515 0.2094
H -2.1017 0.6547 -5.6820 0.2099
H -4.1032 -3.3411 -6.1688 0.1937
H -3.9252 -2.7592 -4.5406 0.1940
H -1.6952 -2.5037 -6.6416 0.2041
H -1.8750 -3.8834 -5.5656 0.2140
H -1.5269 -2.2957 -4.8975 0.1996
C 4.9098 -0.5139 8.3794 -0.6164
C 4.8721 -0.2659 6.8786 -0.2125
N 3.5719 -0.5342 6.2927 -0.4544
C 3.5918 -0.6142 4.8400 -0.2037
C 3.9621 0.6416 4.0468 -0.6350
C 2.4586 0.1957 6.8757 -0.2135
C 2.5381 1.7275 6.8990 -0.6373
H 4.5380 -1.5128 8.6119 0.2101
H 5.9353 -0.4342 8.7427 0.2099
H 4.3113 0.2121 8.9313 0.2002
H 5.5849 -0.9380 6.3925 0.1939
H 5.2319 0.7565 6.6792 0.1576
H 2.6085 -0.9631 4.5129 0.1913
H 4.2947 -1.4109 4.5751 0.1843
H 3.1698 1.3879 4.0642 0.2026
H 4.1195 0.3809 3.0010 0.2307
H 4.8798 1.0994 4.4220 0.1937
H 2.3261 -0.1531 7.9034 0.1875
H 1.5547 -0.1129 6.3446 0.1950
H 3.4990 2.0749 7.2822 0.2015
H 1.7614 2.1242 7.5562 0.2077
H 2.3905 2.1647 5.9129 0.2056

3.
51
Properties=species:S:1:pos:R:3:nbo_charge:R:1 method="wB97M-V/def2-TZVPD" gap_ev=8.06 smiles="CC(=O)Nc1cc2c(cc1NC(=O)Cn1nc(-c3ccc(F)cc3)ccc1=O)OCCO2" energy_ha=-1544.88149
C -0.7763 -3.6732 2.0936 -0.7128
C -0.9633 -2.2756 1.5671 0.7094
O -0.0192 -1.5198 1.3845 -0.6610
N -2.2445 -1.9564 1.2749 -0.5952
C -2.7830 -0.7554 0.7547 0.1139
C -3.9892 -0.3246 1.2918 -0.2475
C -4.6377 0.7985 0.8044 0.2044
C -4.0782 1.5006 -0.2686 0.2850
C -2.8663 1.0847 -0.7970 -0.2459
C -2.2095 -0.0334 -0.3022 0.1383
N -1.0056 -0.4672 -0.8671 -0.6411
C -0.6978 -0.4704 -2.1788 0.6850
O -1.3755 -0.0056 -3.0662 -0.6135
C 0.6191 -1.1957 -2.5109 -0.3167
N 1.4947 -1.4655 -1.3967 -0.2171
N 2.3430 -0.5023 -1.1037 -0.1888
C 3.2005 -0.6468 -0.1331 0.1439
C 4.0891 0.4887 0.1323 -0.0827
C 5.3400 0.3172 0.7226 -0.1789
C 6.1604 1.4033 0.9628 -0.2819
C 5.7194 2.6651 0.6081 0.4076
F 6.5158 3.7271 0.8461 -0.3227
C 4.4859 2.8666 0.0130 -0.2771
C 3.6768 1.7740 -0.2231 -0.1560
C 3.2464 -1.8583 0.6181 -0.1815
C 2.3746 -2.8465 0.3191 -0.2199
C 1.3914 -2.6826 -0.7267 0.6009
O 0.5326 -3.4924 -1.0391 -0.6484
O -4.6939 2.5894 -0.8214 -0.4898
C -6.0489 2.7125 -0.4497 -0.0978
C -6.2052 2.4926 1.0543 -0.0965
O -5.8131 1.1808 1.3980 -0.4829
H 0.0813 -3.6960 2.7605 0.2375
H -1.6561 -4.0509 2.6060 0.2127
H -0.5573 -4.3097 1.2353 0.2658
H -2.9513 -2.6145 1.5717 0.4032
H -4.4498 -0.8622 2.1062 0.2209
H -2.4522 1.6243 -1.6313 0.2537
H -0.3601 -0.8766 -0.1896 0.4396
H 1.1566 -0.5914 -3.2437 0.2431
H 0.3380 -2.1553 -2.9576 0.2605
H 5.6927 -0.6700 0.9783 0.2130
H 7.1320 1.2828 1.4154 0.2309
H 4.1762 3.8647 -0.2532 0.2326
H 2.7100 1.8983 -0.6834 0.2369
H 3.9534 -1.9681 1.4255 0.2233
H 2.3561 -3.7820 0.8563 0.2281
H -6.3594 3.7175 -0.7381 0.2031
H -6.6536 1.9701 -0.9883 0.1806
H -7.2454 2.5958 1.3660 0.2019
H -5.5835 3.2211 1.5924 0.1799